Entry from the OMol25 dataset: a single C8H9N molecule in a non-equilibrium geometry (ωB97M-V/def2-TZVPD).

```
18
Properties=species:S:1:pos:R:3:forces:R:3:lowdin_charge:R:1
C 3.461 -0.299 -0.337 -3.9 0.9 -4.3 0.02
H -3.444 -1.017 -0.548 2.5 -0.1 1.2 0.13
C -1.769 1.113 -0.159 -1.1 -0.4 -0.1 -0.10
H -0.373 -1.114 1.608 0.3 0.5 -1.2 0.15
H 3.638 -0.149 -1.487 0.0 -0.6 2.4 0.11
H 1.567 2.158 0.194 0.2 1.0 -0.1 0.09
C 0.976 0.117 0.332 -0.4 0.5 -0.2 -0.23
C -1.531 -0.195 0.033 -1.2 -0.8 0.6 -0.37
C -0.605 1.944 0.007 0.2 4.1 -2.1 -0.13
C 2.213 -0.237 0.074 0.1 0.2 -0.4 -0.06
N -2.461 -1.200 -0.143 -2.8 -1.4 -0.6 0.05
H -2.414 -2.116 0.372 0.2 1.8 -0.8 0.11
H -0.142 -1.674 -0.084 0.5 -0.5 0.1 0.11
H 4.132 -0.570 0.339 3.5 -0.8 2.4 -0.01
H -0.862 3.047 -0.407 1.1 -2.3 1.5 0.14
H -2.816 1.536 -0.460 2.3 -0.9 0.6 0.14
C 0.683 1.572 0.201 -1.5 -1.3 0.6 -0.07
C -0.225 -0.786 0.527 -0.2 0.0 0.4 -0.08
```
Forces are in eV/Å.

For the energy relative to the best compared isomer or geometry (same formula, charge and spin), the calculation gives 304.8 kJ/mol. The HOMO energy is -7.1 eV. The value obtained for the LUMO energy is 0.80 eV. The molar mass is 119.167 g mol⁻¹.